The following is a quantum chemistry calculation of a single C23H27N5O3 molecule at a distorted geometry, from the Open Molecules 2025 dataset.

Geometry as XYZ:
```
58
Properties=species:S:1:pos:R:3:forces:R:3
H -2.554 0.786 0.415 0.24 0.07 -0.03
N -2.094 -0.114 0.430 -0.66 0.34 0.01
C -0.818 -0.125 0.428 0.08 0.13 0.02
C -0.100 -1.389 0.446 0.87 -0.21 -0.02
C -0.764 -2.743 0.469 -0.43 0.32 0.00
O -0.078 -3.752 0.438 0.19 -0.44 0.03
N -2.103 -2.730 0.533 -0.14 0.09 -0.02
C -2.938 -3.913 0.559 0.20 -0.16 -0.03
C -2.805 -4.764 -0.722 -0.15 -0.03 -0.03
C -2.901 -6.208 -0.240 0.12 0.03 -0.05
C -2.123 -6.167 1.071 -0.10 -0.09 0.10
C -2.602 -4.871 1.726 0.09 -0.07 0.03
C 1.259 -1.406 0.435 -0.45 -0.06 0.01
C 2.016 -0.213 0.414 -0.15 0.42 -0.01
C 3.447 -0.237 0.401 -0.27 -0.28 -0.01
O 4.167 -1.211 0.404 0.00 0.00 0.00
N 4.049 1.073 0.380 -0.28 0.41 0.01
C 5.408 1.139 0.362 0.81 0.07 -0.01
C 6.054 2.330 0.345 -0.11 -0.35 0.01
C 5.302 3.523 0.351 -0.46 -0.11 0.00
C 3.938 3.482 0.372 0.49 0.13 -0.02
C 3.084 4.705 0.397 -0.03 -0.04 0.00
C 3.279 2.213 0.384 0.06 -0.16 -0.03
N 1.969 2.188 0.389 -0.37 0.17 0.03
C 1.334 1.008 0.399 1.01 -0.43 0.07
N -0.026 1.039 0.403 -0.08 -0.06 -0.06
C -0.629 2.359 0.357 -0.23 0.71 -0.19
C -0.632 2.949 -1.070 0.17 -0.45 0.07
C -1.619 2.263 -2.019 0.11 0.17 0.05
C -2.894 3.075 -1.796 0.18 0.12 0.08
C -2.332 4.474 -1.537 -0.34 0.18 -0.21
O -1.022 4.310 -1.010 0.13 -0.05 0.22
H -2.527 -1.803 0.525 0.04 -0.08 0.00
H -3.963 -3.548 0.662 0.11 -0.01 -0.01
H -1.817 -4.594 -1.149 0.00 0.02 -0.04
H -3.559 -4.507 -1.464 0.01 0.05 -0.06
H -3.943 -6.478 -0.054 -0.06 -0.07 -0.01
H -2.483 -6.913 -0.957 -0.06 -0.07 -0.05
H -2.297 -7.040 1.698 0.05 -0.06 0.03
H -1.059 -6.085 0.855 0.03 -0.04 0.02
H -1.839 -4.440 2.371 -0.05 0.04 0.08
H -3.496 -5.052 2.324 -0.02 -0.01 0.04
H 1.775 -2.355 0.442 -0.05 -0.10 0.00
H 5.900 0.177 0.363 -0.06 0.03 0.00
H 7.131 2.362 0.329 0.09 -0.09 0.00
H 5.815 4.474 0.339 0.00 0.13 0.00
H 3.682 5.598 0.235 0.04 0.06 0.00
H 2.307 4.637 -0.361 -0.07 0.09 -0.04
H 2.581 4.782 1.359 -0.10 0.07 0.05
H -0.029 3.026 0.980 -0.22 -0.10 -0.05
H -1.641 2.333 0.761 0.12 -0.03 0.02
H 0.398 2.910 -1.444 -0.16 -0.02 0.04
H -1.278 2.377 -3.048 0.02 -0.02 -0.01
H -1.739 1.203 -1.808 0.01 -0.06 -0.04
H -3.440 2.712 -0.925 -0.05 -0.02 0.02
H -3.562 3.055 -2.653 -0.07 -0.02 0.01
H -2.260 5.048 -2.470 -0.05 -0.04 0.09
H -2.928 5.048 -0.821 0.03 -0.03 -0.10
```
Forces are in eV/Å.

As for the largest force on an atom: 1.10 eV Å⁻¹. The orbital gap comes out at 7.56 eV. The calculation puts the energy relative to the best compared isomer or geometry (same formula, charge and spin) at 0.7184 eV. The energy is -37884.01726 eV. The structure (SMILES) is [H]/N=c1/c(C(=O)NC2CCCC2)cc2c(=O)n3cccc(C)c3nc2n1C[C@H]1CCCO1.

These are the Mulliken partial charges, in e, on atoms 1 to 4: atom 1 (H): 0.156, atom 2 (N): -0.761, atom 3 (C): 0.872, atom 4 (C): 0.202